This record from the OMol25 dataset describes an isolated molecule of C7H9NO2 at a distorted geometry. The level of theory is ωB97M-V/def2-TZVPD.

As for the SMILES: C[C@@H]1C=CC=C[C@H]1[N+](=O)[O-]. Its relative energy (zero: lowest compared OMol25 entry of this formula, charge and spin) is 500.1 kJ/mol. Its frontier orbital gap is 9.752 eV. Its HOMO energy is -9.153 eV. The LUMO energy is 0.60 eV. The value obtained for the largest force on an atom is 3.04 eV Å⁻¹. As for the net charge: 0.

Each line ends with the Mulliken charge.
CARTESIAN COORDINATES (ANGSTROEM)
C  0.31  1.87  0.17  -0.394
C  -1.05  1.50  0.78  -0.351
C  1.14  0.93  -0.24  -0.618
C  -1.64  0.31  0.67  -0.683
C  0.69  -0.49  -0.28  0.325
C  -0.81  -0.66  -0.14  0.095
C  1.62  -1.20  0.77  -1.366
N  -1.40  -0.66  -1.57  1.011
O  -2.48  -1.14  -1.72  -0.639
O  -0.73  -0.16  -2.42  -0.586
H  0.58  2.96  0.26  0.341
H  -1.58  2.14  1.42  0.430
H  2.15  1.22  -0.79  0.241
H  -2.59  -0.12  0.97  0.426
H  1.04  -0.81  -1.27  0.271
H  -0.92  -1.70  0.15  0.434
H  1.61  -0.61  1.68  0.374
H  2.80  -1.23  0.53  0.301
H  1.23  -2.14  1.01  0.387

=====

This record from the OMol25 dataset describes an isolated molecule of C7H9NO2 at a distorted geometry. The level of theory is ωB97M-V/def2-TZVPD.

As for the SMILES: NCc1ccc(O)c(O)c1. Its relative energy (zero: lowest compared OMol25 entry of this formula, charge and spin) is 617.5 kJ/mol. Its frontier orbital gap is 8.405 eV. Its HOMO energy is -8.207 eV. The LUMO energy is 0.20 eV. The value obtained for the largest force on an atom is 14.96 eV Å⁻¹. As for the net charge: 0.

Each line ends with the Mulliken charge.
CARTESIAN COORDINATES (ANGSTROEM)
C  0.20  0.95  -2.23  -1.216
C  0.00  0.41  -0.72  1.033
C  0.71  0.78  0.34  -0.402
C  0.51  0.32  1.60  -0.760
C  -0.48  -0.61  1.77  1.418
C  -1.25  -1.10  0.71  0.377
C  -1.04  -0.62  -0.59  -0.864
H  2.06  0.52  -2.38  0.222
H  1.82  2.03  -1.90  0.266
H  -0.08  1.78  -2.22  0.705
H  -0.26  0.10  -2.71  0.344
H  1.77  1.31  0.22  0.089
H  0.99  0.53  2.73  -0.108
H  0.02  -0.78  3.73  0.353
H  -2.18  -2.53  1.98  0.419
H  -1.51  -1.10  -1.65  0.036
N  1.65  1.26  -2.52  -0.586
O  -0.73  -1.21  2.96  -0.639
O  -2.19  -2.04  0.88  -0.687

=====

This record from the OMol25 dataset describes an isolated molecule of C7H9NOS at a distorted geometry. The level of theory is ωB97M-V/def2-TZVPD.

As for the SMILES: CC(C)=NOc1ccsc1. Its relative energy (zero: lowest compared OMol25 entry of this formula, charge and spin) is 196.8 kJ/mol. Its frontier orbital gap is 8.913 eV. Its HOMO energy is -8.153 eV. The LUMO energy is 0.76 eV. The value obtained for the largest force on an atom is 4.47 eV Å⁻¹. As for the net charge: 0.

Each line ends with the Mulliken charge.
CARTESIAN COORDINATES (ANGSTROEM)
C  -2.27  1.54  -0.23  -0.777
C  -3.45  0.90  -0.39  -0.315
C  -1.28  0.72  0.35  0.581
C  -1.72  -0.58  0.46  -0.142
C  1.55  -0.21  0.36  0.991
C  2.65  -1.04  0.87  -1.077
C  1.47  -0.17  -1.13  -1.071
N  0.82  0.38  1.19  -0.681
O  -0.08  1.26  0.59  -0.155
S  -3.33  -0.82  0.04  -0.127
H  -2.13  2.60  -0.51  0.319
H  -4.40  1.17  -0.89  0.387
H  3.71  -0.70  0.48  0.279
H  2.51  -2.13  0.82  0.285
H  2.71  -0.83  2.04  0.304
H  2.38  0.26  -1.67  0.333
H  0.62  0.39  -1.42  0.275
H  1.42  -1.16  -1.51  0.321
H  -1.18  -1.57  0.55  0.269

=====

This record from the OMol25 dataset describes an isolated molecule of C7H9NOS at a distorted geometry. The level of theory is ωB97M-V/def2-TZVPD.

Its relative energy (zero: lowest compared OMol25 entry of this formula, charge and spin) is 361.4 kJ/mol. Its frontier orbital gap is 8.275 eV. Its HOMO energy is -8.236 eV. The LUMO energy is 0.04 eV. The value obtained for the largest force on an atom is 3.02 eV Å⁻¹. As for the net charge: 0.

Each line ends with the Mulliken charge.
CARTESIAN COORDINATES (ANGSTROEM)
C  -1.60  -1.54  -0.02  -0.166
C  -2.32  -0.54  0.66  -0.578
C  -0.44  -1.40  -0.66  -0.716
C  -1.87  0.71  0.54  -0.452
C  0.37  -0.12  -0.59  0.312
C  -0.52  0.96  -0.07  0.782
C  -0.28  2.29  -0.12  -1.050
N  1.63  -0.52  0.16  -0.436
O  3.89  -0.23  1.04  -0.537
S  3.25  0.15  -0.21  0.344
H  -2.21  -2.47  -0.08  0.279
H  -3.01  -1.09  1.31  0.330
H  0.20  -2.30  -0.98  0.269
H  -2.44  1.59  0.91  0.180
H  0.61  0.12  -1.58  0.443
H  -1.11  3.02  0.22  0.164
H  0.53  2.74  -0.58  0.371
H  1.54  -0.37  1.18  0.330
H  3.77  -0.99  -1.16  0.132

=====

This record from the OMol25 dataset describes a structure of composition C7H9O2P at a distorted geometry. The level of theory is ωB97M-V/def2-TZVPD.

Its relative energy (zero: lowest compared OMol25 entry of this formula, charge and spin) is 225.6 kJ/mol. Its frontier orbital gap is 10.178 eV. Its HOMO energy is -9.699 eV. The LUMO energy is 0.48 eV. The value obtained for the largest force on an atom is 4.14 eV Å⁻¹. As for the net charge: 0.

Each line ends with the Mulliken charge.
CARTESIAN COORDINATES (ANGSTROEM)
C  -2.05  0.55  -0.36  -0.478
C  -0.99  0.88  -1.11  -0.908
C  -0.69  -0.43  1.42  -0.499
C  0.32  -0.15  0.64  0.100
C  -2.07  -0.22  0.86  -0.246
C  0.41  0.65  -0.64  0.663
C  1.14  -0.21  -1.71  -0.854
O  4.18  -0.60  2.23  -0.483
O  1.84  -0.31  1.66  -0.380
P  3.27  -0.69  1.08  0.293
H  -3.01  0.58  -0.88  0.326
H  -1.27  1.55  -1.90  0.367
H  -0.55  -0.97  2.37  0.398
H  -2.72  0.27  1.68  0.268
H  -2.67  -1.18  0.63  0.259
H  0.93  1.53  -0.22  0.323
H  2.12  -0.51  -1.19  0.194
H  1.35  0.36  -2.54  0.375
H  0.46  -1.11  -2.01  0.282

=====

This record from the OMol25 dataset describes a structure of composition C7H9O2P at a distorted geometry. The level of theory is ωB97M-V/def2-TZVPD.

Its relative energy (zero: lowest compared OMol25 entry of this formula, charge and spin) is 211.6 kJ/mol. Its frontier orbital gap is 8.008 eV. Its HOMO energy is -8.474 eV. The LUMO energy is -0.47 eV. The value obtained for the largest force on an atom is 3.77 eV Å⁻¹. As for the net charge: 0.

Each line ends with the Mulliken charge.
CARTESIAN COORDINATES (ANGSTROEM)
C  -1.68  1.18  0.59  -0.351
C  -1.31  0.08  1.53  -0.644
C  -0.98  1.48  -0.52  -0.876
C  -0.51  -0.92  1.07  -0.639
C  0.18  0.61  -0.88  -0.337
C  0.14  -0.86  -0.32  1.260
C  1.62  -1.28  -0.22  -1.968
O  1.90  2.76  -0.71  -0.504
O  -0.72  -1.67  -1.23  -0.587
P  1.28  1.83  0.26  0.410
H  -2.49  1.83  0.84  0.438
H  -1.72  0.20  2.47  0.506
H  -1.35  2.23  -1.22  0.440
H  -0.23  -1.75  1.67  0.464
H  0.57  0.89  -1.94  0.481
H  1.99  -1.16  -1.14  0.479
H  1.76  -2.20  0.23  0.540
H  2.03  -0.63  0.50  0.494
H  -0.47  -2.61  -0.98  0.393

=====

This record from the OMol25 dataset describes the ion C7H9O3 with charge -1 at a distorted geometry. The level of theory is ωB97M-V/def2-TZVPD.

As for the SMILES: C#C[C@H](C)[C@@]1(O)O[C@]1(C)[O-]. Its relative energy (zero: lowest compared OMol25 entry of this formula, charge and spin) is 241.5 kJ/mol. Its frontier orbital gap is 7.193 eV. Its HOMO energy is -3.383 eV. The LUMO energy is 3.81 eV. The value obtained for the largest force on an atom is 4.57 eV Å⁻¹. As for the net charge: -1.

Each line ends with the Mulliken charge.
CARTESIAN COORDINATES (ANGSTROEM)
C  2.25  -1.41  -1.25  0.074
C  1.71  -0.37  -0.93  -0.872
C  -0.63  0.54  -0.50  -0.653
C  1.39  1.45  0.79  -1.058
C  -1.18  -1.61  0.94  -1.448
C  0.93  0.89  -0.63  0.359
C  -1.67  -0.46  0.15  1.822
O  -1.30  -0.51  -1.32  -0.611
O  -1.31  1.76  -0.61  -0.707
O  -2.84  0.00  0.35  -0.920
H  2.80  -2.17  -1.84  0.387
H  0.89  0.59  1.41  0.200
H  2.41  1.50  0.72  0.417
H  0.93  2.44  0.93  0.254
H  -1.87  -2.45  1.14  0.319
H  -0.24  -1.98  0.60  0.388
H  -0.86  -1.39  1.94  0.304
H  0.86  1.70  -1.46  0.344
H  -2.26  1.49  -0.44  0.400

=====

This record from the OMol25 dataset describes an isolated molecule of C7H9O3P at a distorted geometry. The level of theory is ωB97M-V/def2-TZVPD.

As for the SMILES: C#C/C(C=C)=C\CP(=O)(O)O. Its relative energy (zero: lowest compared OMol25 entry of this formula, charge and spin) is 0.0 kJ/mol. Its frontier orbital gap is 9.296 eV. Its HOMO energy is -9.179 eV. The LUMO energy is 0.12 eV. The value obtained for the largest force on an atom is 3.47 eV Å⁻¹. As for the net charge: 0.

Each line ends with the Mulliken charge.
CARTESIAN COORDINATES (ANGSTROEM)
C  1.09  2.27  -0.09  -0.326
C  0.40  1.38  0.39  -0.446
C  0.68  -1.43  -0.52  -0.704
C  -1.37  0.05  3.25  -0.733
C  -0.19  -0.98  0.60  -0.356
C  -1.15  0.72  2.10  -0.613
C  -0.24  0.28  0.98  1.075
O  1.27  0.46  -2.57  -0.558
O  0.36  -1.43  -3.43  -0.600
O  -1.21  0.09  -1.92  -0.584
P  0.11  -0.55  -2.05  1.045
H  1.43  2.96  -0.88  0.397
H  0.35  -2.43  -0.68  0.429
H  1.77  -1.17  -0.13  0.308
H  -1.95  0.50  4.13  0.224
H  -0.85  -0.76  3.85  0.259
H  -0.84  -1.77  1.11  0.305
H  -1.76  1.53  1.90  0.338
H  1.00  1.28  -2.17  0.213
H  1.10  -1.00  -3.89  0.326